This record from OMol25 describes a structure of composition C43H36Cl2N8O8P2S3Se2W. The level of theory is wB97M-V/def2-TZVPD.

Properties
HOMO-LUMO gap (alpha / beta): 4.7 / 5.6 eV

ORCA input file:
```
! wB97M-V def2-TZVPD RIJCOSX def2/J DEFGRID3
* xyz -2 3
W 1.6427 -1.9938 -1.6700
C 4.9299 -4.5377 3.2445
C 3.5707 -4.7967 2.7150
N 2.6976 -5.6079 3.2214
N 1.6273 -5.4959 2.3655
C 1.8020 -4.6090 1.3564
S 0.7146 -4.2191 0.1622
N 3.0898 -4.1712 1.5951
N 3.7077 -3.2282 0.8329
H 5.1293 -5.2232 4.0645
H 5.0138 -3.5109 3.6044
H 5.6742 -4.6725 2.4585
H 0.7582 -5.9500 2.5744
H 4.4066 -3.6094 0.1898
H 4.0287 -2.4326 1.3677
O 1.7209 -1.3358 -3.5253
S 4.1297 -0.4145 -2.7132
O 5.4335 0.1596 -2.3103
O 3.6983 -1.5103 -1.6790
C 4.6035 -1.5633 -4.0706
C 5.0585 -0.8748 -5.1898
C 5.4612 -1.5349 -6.3375
C 5.4225 -2.9192 -6.3757
C 4.9755 -3.6229 -5.2703
C 4.5507 -2.9595 -4.1191
S 4.0503 -4.0952 -2.8043
O 5.0877 -4.0371 -1.7934
O 3.9226 -5.3888 -3.4317
O 2.6899 -3.7151 -2.2797
H 5.0975 0.2068 -5.1381
H 5.8043 -0.9721 -7.1976
H 5.7276 -3.4549 -7.2660
H 4.9288 -4.7015 -5.2833
Se -1.3542 5.5033 0.8207
P -1.3289 3.7984 2.0590
C -0.0709 3.9866 3.3769
C 1.2838 3.9951 3.0370
C 2.2437 4.2540 3.9987
C 1.8658 4.5309 5.3065
C 0.5234 4.5564 5.6450
C -0.4425 4.2916 4.6819
C -2.8801 3.5111 2.9673
C -2.9632 2.4788 3.9011
C -4.1091 2.3227 4.6619
C -5.1864 3.1810 4.4763
C -5.1131 4.1990 3.5371
C -3.9544 4.3721 2.7908
C -0.9959 2.2171 1.2499
C -1.7720 1.1004 0.8570
N -0.8937 0.1521 0.4903
N 0.2928 0.6312 0.7108
N 0.2903 1.8737 1.1444
P -3.3985 0.7437 0.1136
Se -0.7922 -1.7251 -1.8940
C -3.7600 2.3280 -0.7392
C -3.2454 2.4028 -2.0347
C -3.3715 3.5664 -2.7769
C -4.0434 4.6589 -2.2480
C -4.5756 4.5871 -0.9707
C -4.4221 3.4333 -0.2166
C -4.5912 0.6115 1.5020
C -5.8947 1.1023 1.4576
C -6.8381 0.7031 2.3964
C -6.5069 -0.2171 3.3775
C -5.2193 -0.7388 3.4138
C -4.2765 -0.3281 2.4891
H 1.5815 3.7866 2.0226
H 3.2900 4.2347 3.7240
H 2.6194 4.7371 6.0568
H 0.2194 4.7810 6.6598
H -1.4879 4.3270 4.9588
H -2.1274 1.8013 4.0335
H -4.1693 1.5219 5.3869
H -6.0904 3.0427 5.0558
H -5.9555 4.8622 3.3857
H -3.8592 5.1791 2.0741
H -2.7329 1.5449 -2.4553
H -2.9384 3.6179 -3.7676
H -4.1350 5.5710 -2.8240
H -5.0816 5.4447 -0.5438
H -4.8070 3.4043 0.7915
H -6.1900 1.7798 0.6691
H -7.8427 1.1053 2.3472
H -7.2470 -0.5358 4.1008
H -4.9528 -1.4780 4.1588
H -3.2827 -0.7616 2.5058
Cl 4.3950 0.2560 0.6242
C 2.7297 0.6144 1.0235
Cl 2.4388 0.1561 2.7526
C 1.6687 -0.0852 0.1136
O 1.7208 0.1651 -1.1756
O 1.5721 -1.3885 0.3030
H 2.6095 1.6890 0.9665
N 0.2185 -3.2438 -2.5437
C 0.3251 -3.2142 -3.9325
C 1.3051 -2.2321 -4.5163
C 0.7795 -1.6171 -5.7740
C -0.0273 -2.3521 -6.5715
C -0.5499 -3.6117 -6.1316
C -0.4316 -3.9823 -4.7878
H 2.1895 -2.8419 -4.8214
H 1.1224 -0.6245 -6.0362
H -0.3413 -1.9630 -7.5338
H -1.1624 -4.1967 -6.8052
H -1.0284 -4.7858 -4.3743
*
```

---

This record from OMol25 describes a structure of composition C43H36ClN2P2PtS. The level of theory is wB97M-V/def2-TZVPD.

Properties
HOMO-LUMO gap: 8.4 eV

ORCA input file:
```
! wB97M-V def2-TZVPD RIJCOSX def2/J DEFGRID3
* xyz 1 1
Pt -0.5691 0.9334 0.0835
Cl 2.2209 1.0639 2.2066
C 3.0696 -0.3908 1.7577
C 4.3300 -0.5532 2.3175
C 5.0317 -1.7242 2.0959
C 4.4563 -2.7427 1.3462
C 3.2035 -2.5571 0.7934
C 2.4907 -1.3615 0.9471
P 0.8817 -1.1769 0.0945
C 0.0744 -2.7273 0.5822
C -0.1940 -3.7623 -0.3019
C -0.8520 -4.9037 0.1460
C -1.2383 -5.0104 1.4715
C -0.9663 -3.9754 2.3609
C -0.3177 -2.8375 1.9170
C 1.2477 -1.3282 -1.6844
C 2.4743 -1.7244 -2.2118
C 2.6506 -1.8244 -3.5854
C 1.6055 -1.5353 -4.4493
C 0.3813 -1.1314 -3.9357
C 0.2072 -1.0213 -2.5654
H 4.7364 0.2326 2.9386
H 6.0140 -1.8494 2.5315
H 4.9812 -3.6767 1.1991
H 2.7488 -3.3671 0.2346
H 0.0934 -3.6818 -1.3431
H -1.0608 -5.7078 -0.5472
H -1.7493 -5.8997 1.8165
H -1.2615 -4.0601 3.3992
H -0.1135 -2.0257 2.6094
H 3.3130 -1.9363 -1.5645
H 3.6122 -2.1305 -3.9764
H 1.7471 -1.6179 -5.5191
H -0.4397 -0.8951 -4.6001
H -0.7560 -0.6971 -2.1869
C 1.7029 6.0621 2.6896
C 0.7901 5.0757 3.0392
C 0.5009 4.0565 2.1461
C 1.1227 4.0252 0.9017
C 2.0426 5.0122 0.5524
C 2.3282 6.0295 1.4513
P 0.6134 2.8063 -0.3126
C 1.9736 2.5153 -1.4765
C 1.6850 2.3712 -2.8313
C 2.6886 2.0223 -3.7226
C 3.9834 1.8138 -3.2689
C 4.2759 1.9605 -1.9198
C 3.2761 2.3101 -1.0248
C -0.8531 3.3400 -1.2188
C -1.2817 4.4698 -1.8978
C -2.5709 4.4527 -2.4101
C -3.3881 3.3405 -2.2066
C -2.9751 2.2411 -1.4635
C -1.6880 2.2455 -0.9354
H 1.9299 6.8575 3.3870
H 0.3051 5.1027 4.0058
H -0.2129 3.2859 2.4153
H 2.5343 4.9891 -0.4121
H 3.0399 6.7991 1.1834
H 0.6757 2.5261 -3.1929
H 2.4554 1.9135 -4.7739
H 4.7642 1.5376 -3.9656
H 5.2859 1.8073 -1.5623
H 3.5167 2.4207 0.0267
H -0.6294 5.3229 -2.0407
H -2.9495 5.3004 -2.9651
H -4.3895 3.3441 -2.6198
H -3.6640 1.4255 -1.2870
N -2.1744 0.2734 2.7788
C -2.8263 -0.5373 1.9356
S -2.4399 -0.5945 0.2796
N -3.7517 -1.3370 2.4880
C -4.5374 -2.3623 1.8812
C -4.7325 -3.5233 2.6191
C -5.5207 -4.5404 2.1067
C -6.1087 -4.4016 0.8578
C -5.9158 -3.2351 0.1337
C -5.1371 -2.2047 0.6412
H -1.5227 0.9397 2.3835
H -2.4187 0.3380 3.7531
H -3.8027 -1.3202 3.4955
H -4.2602 -3.6336 3.5886
H -5.6712 -5.4431 2.6836
H -6.7238 -5.1950 0.4554
H -6.3868 -3.1125 -0.8325
H -5.0111 -1.2898 0.0826
*
```

---

This record from OMol25 describes a cluster of 3 separate species, C43H36FN2O9 in total. The level of theory is wB97M-V/def2-TZVPD.

Properties
HOMO-LUMO gap: 5.5 eV

ORCA input file:
```
! wB97M-V def2-TZVPD RIJCOSX def2/J DEFGRID3
* xyz 1 1
C 11.4577 2.1943 0.0943
C 10.1987 3.1074 -0.0849
C 9.6617 3.0759 -1.5339
C 8.5072 4.0794 -1.8011
C 7.1157 3.5071 -1.6289
C 6.9518 2.2718 -1.0340
C 5.6877 1.7341 -0.8285
C 5.4985 0.3649 -0.1948
O 5.6966 -0.5901 -0.8895
O 5.1248 0.1903 1.0870
C 4.5624 2.4678 -1.2372
O 3.3092 2.0117 -1.0487
C 2.5926 2.8761 -0.1013
C 1.5007 3.6759 -0.8708
C 0.1056 3.6401 -0.1773
C 4.7790 3.6690 -1.8432
N 6.0140 4.1867 -2.0257
C 6.0891 5.5131 -2.6634
O 6.9341 5.8005 -3.4425
N 5.0604 6.4880 -2.3510
C 4.9882 6.8247 -0.9545
O 5.1488 7.9425 -0.5956
F 4.6971 5.8773 -0.0231
H 11.9333 1.9912 -0.8725
H 11.1975 1.2761 0.6324
H 12.1831 2.7577 0.6950
H 9.4369 2.8452 0.6636
H 10.5438 4.1367 0.0924
H 10.4987 3.3987 -2.1711
H 9.4318 2.0499 -1.8621
H 8.6568 4.9325 -1.1152
H 8.6714 4.4886 -2.8052
H 7.7896 1.6655 -0.7050
H 5.2382 1.0156 1.5829
H 2.1779 2.2907 0.7279
H 3.2769 3.6069 0.3576
H 1.8212 4.7265 -0.9349
H 1.4245 3.2224 -1.8663
H -0.5847 3.0626 -0.8073
H 0.1275 3.2208 0.8358
H -0.3087 4.6566 -0.1448
H 3.9108 4.2237 -2.1876
H 4.1519 6.2425 -2.7396
C -3.6310 -3.7267 -2.5631
C -2.4461 -3.0438 -2.8204
C -2.3713 -1.6766 -2.6092
C -3.4849 -0.9827 -2.1504
C -4.6806 -1.6651 -1.9153
C -4.7460 -3.0393 -2.1124
C -5.8947 -0.9326 -1.4701
O -6.9323 -1.5260 -1.2614
C -5.8167 0.5414 -1.2926
C -6.9569 1.2484 -0.9310
C -6.8925 2.6203 -0.7504
C -5.6854 3.2912 -0.9217
C -4.5471 2.5917 -1.2872
C -4.6094 1.2170 -1.4832
C -3.3881 0.4814 -1.9093
O -2.3320 1.0663 -2.0617
H -3.6845 -4.7964 -2.7199
H -1.5797 -3.5811 -3.1843
H -1.4476 -1.1487 -2.8049
H -5.6683 -3.5706 -1.9174
H -7.8958 0.7282 -0.7944
H -7.7829 3.1700 -0.4738
H -5.6358 4.3624 -0.7733
H -3.6108 3.1160 -1.4244
C -6.3619 -9.1674 5.0293
C -5.4091 -9.5185 4.0779
C -4.9151 -8.5643 3.2040
C -5.3801 -7.2562 3.2693
C -6.3537 -6.9095 4.2089
C -6.8336 -7.8668 5.0945
C -6.8990 -5.5262 4.2621
O -7.7418 -5.2226 5.0806
C -6.3946 -4.5245 3.2844
C -6.9318 -3.2422 3.2802
C -6.4614 -2.2976 2.3833
C -5.4451 -2.6273 1.4924
C -4.9103 -3.9037 1.4888
C -5.3885 -4.8594 2.3767
C -4.8289 -6.2370 2.3373
O -3.9439 -6.5243 1.5560
H -6.7401 -9.9127 5.7172
H -5.0509 -10.5384 4.0208
H -4.1706 -8.8377 2.4683
H -7.5783 -7.5968 5.8313
H -7.7201 -2.9836 3.9746
H -6.8848 -1.3011 2.3774
H -5.0735 -1.8874 0.7980
H -4.1228 -4.1588 0.7912
*
```

---

Largest force on an atom per entry: 1.065; 1.789; 2.661 eV/Å
Energy above the lowest of the compared OMol25 structures with the same formula, charge and spin per entry: 268.7; 0.0; 43.3 kJ/mol
DFT total energy per entry: -282123.803; -93335.210; -69293.439 eV